1.
{
  "formula": "C9H23BClO4S2",
  "method": "ωB97M-V/def2-TZVPD",
  "elements": ["C", "C", "C", "Cl", "B", "O", "C", "C", "O", "H", "H", "H", "H", "H", "H", "H", "H", "H", "H", "H", "C", "S", "O", "C", "H", "H", "H", "H", "H", "H", "C", "S", "O", "C", "H", "H", "H", "H", "H", "H"],
  "xyz": [[1.1739, 3.5113, 2.4293], [-0.0503, 2.6178, 2.7993], [-0.6950, 1.8284, 1.6221], [-0.2303, 2.4604, -0.0196], [-2.3850, 1.8544, 1.7501], [-2.8428, 3.0750, 1.0126], [-3.5028, 3.9175, 1.9472], [-3.8237, 2.9958, 3.1720], [-2.9082, 1.9316, 3.1245], [1.8384, 3.5325, 3.3156], [0.8678, 4.5564, 2.2815], [1.7779, 3.1277, 1.6040], [-0.7741, 3.2514, 3.3331], [0.3070, 1.8962, 3.5511], [-0.4205, 0.7665, 1.7520], [-2.8209, 0.8600, 1.1894], [-2.7906, 4.7422, 2.1441], [-4.3798, 4.3404, 1.4262], [-3.8080, 3.5523, 4.1215], [-4.8418, 2.5894, 3.0123], [1.3372, -2.6017, 1.1111], [2.6580, -1.6693, 0.3107], [2.9318, -0.4742, 1.1577], [1.6661, -1.1310, -1.0930], [1.7228, -3.0060, 2.0457], [0.4937, -1.9417, 1.3184], [1.0264, -3.4205, 0.4606], [0.7961, -0.5713, -0.7447], [1.3508, -2.0014, -1.6664], [2.2804, -0.4908, -1.7216], [1.1187, -4.8791, -3.6763], [2.4365, -3.9551, -4.4889], [2.7116, -2.7541, -3.6523], [1.4399, -3.4118, -5.8893], [1.5101, -5.2793, -2.7427], [0.2783, -4.2167, -3.4661], [0.8016, -5.7005, -4.3195], [0.5786, -2.8466, -5.5322], [1.1124, -4.2812, -6.4605], [2.0578, -2.7748, -6.5193]],
  "forces_ev_per_a": [[0.05, -0.10, 1.25], [0.97, 0.34, -0.58], [-1.13, -0.14, 1.75], [0.13, -0.57, 0.29], [0.60, 0.14, -1.37], [-0.80, -0.03, 1.02], [0.83, -0.52, -0.77], [-0.32, 0.27, -0.97], [0.23, 0.86, 0.34], [-0.13, 0.08, -0.30], [0.11, -0.33, -0.44], [-0.30, 0.15, 0.00], [-0.04, -0.23, -0.35], [-0.26, 0.03, -0.29], [0.47, 0.46, -0.74], [-0.11, -0.46, -0.21], [-0.42, 0.01, 0.57], [-0.07, -0.01, 0.56], [0.14, -0.22, -0.04], [0.04, 0.18, 0.22], [-0.13, 0.02, 0.08], [-0.06, 0.22, -0.04], [-0.02, -0.30, -0.10], [-0.24, 0.09, 0.10], [0.06, 0.04, -0.03], [0.05, 0.06, -0.03], [0.04, 0.02, -0.02], [0.09, 0.08, 0.14], [0.15, -0.02, -0.02], [0.07, -0.06, 0.03], [-0.10, 0.00, 0.02], [0.03, 0.16, 0.10], [-0.11, -0.29, -0.22], [-0.11, 0.02, -0.03], [0.08, 0.04, -0.03], [0.05, 0.05, -0.02], [0.03, 0.00, -0.01], [0.04, 0.00, 0.07], [0.04, -0.01, 0.02], [0.06, -0.02, 0.07]],
  "energy_ha": -1939.10474,
  "multiplicity": 1,
  "homo_lumo_gap_ev": 5.47,
  "e_lumo_ev": 1.9,
  "total_charge": -1
}

---

2.
{
  "formula": "C9H23O4P2S",
  "method": "ωB97M-V/def2-TZVPD",
  "elements": ["C", "C", "O", "P", "O", "C", "C", "C", "C", "P", "S", "O", "C", "C", "H", "H", "H", "H", "H", "H", "H", "H", "H", "H", "H", "H", "H", "H", "H", "H", "H", "H", "H", "C", "O", "H", "H", "H", "H"],
  "xyz": [[-1.7356, -0.9006, 1.2645], [-1.6597, 0.5565, 0.8536], [-0.4720, 0.7866, 0.0724], [-0.6188, 1.0701, -1.4838], [-1.6323, 0.2110, -2.1166], [1.0600, 0.9355, -2.0717], [1.9045, -0.0913, -1.2790], [1.5444, -1.5429, -1.5549], [2.2139, -2.4764, -0.5377], [1.9729, -4.1465, -0.9270], [3.5548, -5.3132, -1.2307], [-0.9424, 2.6330, -1.6712], [-2.2955, 3.0839, -1.6659], [-2.6118, 3.8570, -0.3975], [-0.7687, -1.2848, 1.5710], [-2.4593, -0.9743, 2.0772], [-2.1263, -1.4785, 0.4299], [-2.5537, 0.8022, 0.2805], [-1.6040, 1.2237, 1.7126], [0.9871, 0.6205, -3.1115], [1.5425, 1.9102, -2.0062], [1.8500, 0.1119, -0.2142], [2.9372, 0.0638, -1.5997], [1.8470, -1.7610, -2.5942], [0.4600, -1.6661, -1.5067], [3.3014, -2.3715, -0.5665], [1.1535, -4.7781, 0.0306], [1.1160, -4.1938, -2.0561], [-2.4160, 3.7435, -2.5243], [-2.9774, 2.2483, -1.8118], [-1.7503, 4.4647, -0.1299], [-2.8280, 3.1962, 0.4398], [-3.4789, 4.4967, -0.5500], [1.4285, -0.3326, 3.8740], [0.4026, -1.1297, 4.4683], [1.2203, -0.2620, 2.8098], [1.4353, 0.6734, 4.3056], [2.4076, -0.7963, 4.0109], [0.5913, -1.1888, 5.4063]],
  "forces_ev_per_a": [[-0.45, 0.34, -0.12], [0.16, -0.32, 0.07], [-0.20, 0.44, 0.22], [0.23, -0.59, -0.33], [-0.35, 0.04, -0.11], [0.29, -0.23, 0.54], [-0.01, 0.16, -0.54], [0.16, -0.22, 0.50], [0.01, -0.08, -0.47], [0.31, 0.28, 0.19], [0.06, -0.17, 0.04], [0.02, 0.06, 0.18], [-0.30, 0.32, -0.06], [0.12, -0.21, 0.04], [0.07, -0.06, 0.08], [0.09, -0.16, 0.16], [0.22, -0.17, -0.08], [-0.01, 0.14, -0.09], [0.10, 0.02, 0.07], [0.01, 0.13, -0.16], [-0.13, 0.14, -0.16], [0.00, 0.01, 0.12], [0.13, -0.01, 0.18], [-0.16, 0.05, -0.14], [-0.13, 0.06, -0.07], [0.07, 0.19, 0.15], [-0.17, -0.14, -0.10], [-0.24, -0.08, 0.04], [0.13, 0.02, -0.11], [0.02, -0.15, -0.01], [-0.02, 0.17, 0.01], [0.04, -0.07, 0.05], [-0.05, 0.08, -0.02], [-0.12, -0.11, 0.18], [0.00, 0.16, -0.14], [0.00, -0.07, -0.03], [0.05, 0.03, -0.06], [0.04, 0.05, -0.10], [-0.01, -0.07, 0.08]],
  "energy_ha": -1738.64758,
  "multiplicity": 1,
  "homo_lumo_gap_ev": 5.42,
  "e_lumo_ev": 2.7,
  "total_charge": -1
}

---

3.
{
  "formula": "C9H24AgN4OS",
  "method": "ωB97M-V/def2-TZVPD",
  "elements": ["Ag", "N", "C", "C", "C", "N", "H", "H", "H", "H", "H", "H", "H", "H", "H", "H", "C", "C", "C", "O", "H", "H", "H", "H", "H", "H", "C", "N", "C", "S", "N", "C", "H", "H", "H", "H", "H", "H", "H", "H"],
  "xyz": [[0.9169, -1.0000, 0.6041], [0.8592, -0.0672, 2.7242], [-0.4297, -0.5244, 3.3404], [-0.4656, -2.0179, 3.7578], [-0.5504, -2.9680, 2.6158], [0.6960, -3.0592, 1.8042], [1.5957, -0.1018, 3.4210], [0.7395, 0.8854, 2.4607], [-1.2609, -0.3507, 2.6323], [-0.7120, 0.0626, 4.1531], [-1.3216, -2.2532, 4.3065], [0.3164, -2.2838, 4.4249], [-1.3671, -2.6674, 1.9166], [-0.7828, -3.9658, 2.9318], [0.7144, -3.8886, 1.2298], [1.5126, -3.2357, 2.4319], [1.0226, 3.7435, 0.1246], [-0.1577, 3.3164, 0.9475], [-1.5185, 3.8402, 0.6223], [0.0129, 2.5751, 1.8991], [1.7607, 2.9253, -0.0895], [1.4664, 4.6074, 0.6128], [0.6391, 4.1047, -0.8265], [-1.4532, 4.4580, -0.3320], [-1.7988, 4.5233, 1.3895], [-2.2220, 3.0175, 0.5107], [0.4480, -2.6696, -4.0180], [0.6480, -1.9204, -2.8274], [0.3379, -0.5854, -2.7388], [0.6369, 0.3274, -1.3560], [-0.3178, -0.0543, -3.7784], [-0.5072, 1.4424, -3.8002], [1.0633, -3.5894, -3.8507], [0.8361, -2.1629, -4.8829], [-0.6157, -2.9963, -4.1568], [1.2375, -2.3141, -2.1138], [-0.3280, -0.5253, -4.6634], [0.4433, 1.9573, -3.7729], [-1.1132, 1.7227, -2.8994], [-0.9813, 1.6917, -4.7549]],
  "forces_ev_per_a": [[0.16, -0.38, 0.13], [-0.81, -1.30, 0.59], [-0.02, -1.29, -1.22], [0.59, 1.17, -1.41], [0.10, -0.43, -1.90], [1.34, 0.26, 0.56], [0.03, -0.05, -0.11], [-0.03, 1.10, -0.06], [0.54, -0.14, -0.10], [-0.11, 1.12, 1.68], [-1.69, 0.27, 1.08], [1.17, -0.10, 0.53], [0.50, -0.11, 0.50], [-0.36, -0.53, 0.56], [-0.45, -0.15, -0.26], [-0.90, 0.50, -0.47], [-0.05, -0.34, -0.99], [0.74, -0.77, 0.62], [0.64, 0.81, -2.20], [-0.30, -0.06, -0.10], [-0.66, 0.81, 0.63], [0.35, -0.05, 0.14], [0.23, 0.04, -0.22], [-0.38, -0.91, 1.10], [-0.52, 0.34, 0.79], [-0.09, 0.13, 0.14], [-0.14, -2.27, 0.28], [-0.25, 2.12, 0.57], [-0.30, -2.13, -0.30], [0.26, 0.33, 0.36], [0.52, 1.92, 0.60], [-0.78, -1.02, 0.15], [-0.65, 0.60, -0.62], [0.11, 0.15, -0.57], [0.84, 0.43, -0.01], [-0.11, 0.29, 0.13], [-0.04, -0.18, -0.11], [0.29, 0.00, 0.18], [0.43, -0.13, -1.10], [-0.21, -0.05, 0.42]],
  "energy_ha": -1196.55966,
  "multiplicity": 1,
  "de_lowest_kj_mol": 25.0,
  "homo_lumo_gap_ev": 9.62,
  "e_lumo_ev": -2.3,
  "total_charge": 1
}

---

4.
{
  "formula": "C9H24Cl4O8",
  "method": "ωB97M-V/def2-TZVPD",
  "elements": ["Cl", "C", "Cl", "Cl", "Cl", "O", "C", "C", "O", "H", "H", "H", "H", "H", "H", "O", "C", "C", "O", "H", "H", "H", "H", "H", "H", "O", "C", "C", "O", "H", "H", "H", "H", "H", "H", "O", "C", "C", "O", "H", "H", "H", "H", "H", "H"],
  "xyz": [[-1.0122, 0.5137, 0.7928], [0.1503, -0.2023, -0.3016], [-0.6053, -1.5256, -1.2126], [0.6249, 1.0196, -1.5039], [1.5548, -0.7990, 0.5558], [-2.3392, 1.6275, -3.8201], [-1.9126, 1.9787, -5.1182], [-0.7527, 2.9241, -5.0127], [0.4091, 2.2880, -4.4684], [-3.0625, 0.9924, -3.8676], [-1.5808, 1.0909, -5.6807], [-2.7078, 2.4116, -5.7392], [-1.0015, 3.7729, -4.3641], [-0.4889, 3.3142, -5.9946], [0.0868, 1.6511, -3.8263], [0.9814, -1.3670, 5.5466], [0.6311, -0.7918, 4.3160], [-0.2355, 0.4435, 4.4891], [-1.2466, 0.1308, 5.4692], [0.1750, -1.4020, 6.0749], [1.5427, -0.5573, 3.7644], [0.0872, -1.5133, 3.6825], [-0.7251, 0.6691, 3.5389], [0.3493, 1.2903, 4.8579], [-2.0296, 0.6381, 5.2447], [-5.1072, -2.2239, -1.1303], [-4.1631, -1.1714, -0.9098], [-3.5757, -0.7008, -2.2134], [-4.6095, -0.3253, -3.1084], [-4.6390, -3.0630, -1.1494], [-4.6760, -0.3921, -0.3458], [-3.3848, -1.5442, -0.2313], [-3.0352, -1.5379, -2.6733], [-2.8846, 0.1218, -2.0405], [-5.1158, -1.1274, -3.2757], [6.1985, 0.5231, 1.3441], [6.1956, -0.8161, 1.8082], [4.7752, -1.2775, 1.9842], [4.0802, -0.5173, 2.9584], [6.7018, 1.0679, 1.9523], [6.6896, -1.4706, 1.0789], [6.7458, -0.9348, 2.7460], [4.7386, -2.3397, 2.2321], [4.2692, -1.2011, 1.0109], [3.9042, 0.3322, 2.5402]],
  "forces_ev_per_a": [[-0.18, 0.00, 0.22], [0.01, 0.07, -0.87], [0.13, -0.20, 0.25], [0.23, 0.06, 0.34], [0.02, 0.03, 0.17], [0.08, 0.09, 0.17], [-0.06, -0.39, -0.84], [0.42, 0.23, 0.52], [-0.19, 0.05, -0.37], [-0.16, 0.03, -0.17], [0.06, 0.02, 0.18], [-0.08, 0.22, 0.33], [-0.22, -0.02, -0.13], [0.04, -0.08, -0.05], [-0.08, -0.11, 0.11], [0.16, 0.01, 0.20], [-0.34, -0.14, -0.57], [-0.21, -0.21, 0.35], [0.13, 0.00, -0.32], [0.02, 0.00, 0.01], [0.09, 0.11, 0.20], [-0.05, 0.01, 0.19], [0.26, 0.21, 0.02], [0.02, 0.03, -0.15], [-0.05, -0.03, 0.15], [-0.14, 0.14, -0.16], [0.16, -0.68, 0.86], [-0.31, -0.64, 0.14], [0.26, 0.53, -0.19], [0.02, 0.01, 0.01], [-0.16, 0.16, -0.37], [0.13, 0.17, -0.20], [0.27, 0.11, 0.14], [-0.12, 0.11, -0.17], [-0.17, 0.08, 0.05], [0.03, 0.14, 0.00], [0.28, -0.48, 0.06], [-0.30, -0.10, -0.50], [-0.08, -0.19, -0.14], [0.00, 0.01, -0.02], [-0.04, 0.14, -0.07], [-0.08, 0.19, 0.05], [0.04, 0.10, 0.39], [0.07, 0.10, 0.03], [0.07, 0.11, 0.15]],
  "energy_ha": -2799.90680,
  "multiplicity": 1,
  "smiles": "ClC(Cl)(Cl)Cl.OCCO.OCCO.OCCO.OCCO",
  "homo_lumo_gap_ev": 9.95,
  "e_lumo_ev": 0.0,
  "total_charge": 0
}

---

5.
{
  "formula": "C9H24ClI2OP2Y",
  "method": "ωB97M-V/def2-TZVPD",
  "elements": ["I", "I", "Y", "P", "C", "C", "H", "H", "H", "H", "H", "H", "C", "H", "H", "H", "P", "C", "C", "H", "H", "H", "C", "H", "H", "H", "H", "H", "H", "Cl", "C", "C", "C", "O", "H", "H", "H", "H", "H", "H"],
  "xyz": [[-0.5337, -4.0605, 2.0089], [-0.2294, -2.9094, 4.8598], [0.7007, 0.7233, -0.1168], [2.8024, -1.3079, 0.4766], [2.3317, -2.3259, 1.8906], [3.5083, -2.5730, -0.7027], [4.4278, -3.0183, -0.2801], [5.0318, -0.8696, 1.4401], [3.7448, -2.1380, -1.6875], [4.5501, 0.4655, 0.3583], [1.3960, -2.8850, 1.6384], [2.7525, -3.3485, -0.9325], [4.1773, -0.2507, 1.1069], [3.1494, -2.9955, 2.1650], [3.8288, 0.4041, 1.9292], [1.9862, -1.7220, 2.7298], [-1.1900, 1.9281, -2.3398], [-2.8889, 1.9243, -1.6591], [-0.9755, 3.7643, -2.3733], [-0.7711, 1.3201, -4.7300], [-2.2629, 2.2727, -4.5512], [-2.1639, 0.5180, -4.1147], [-1.6447, 1.4917, -4.0835], [0.0540, 4.0506, -2.6341], [-1.6726, 4.2271, -3.0851], [-3.6833, 2.3246, -2.3044], [-2.8829, 2.4442, -0.6992], [-1.1125, 4.1823, -1.3615], [-3.0890, 0.8756, -1.4353], [1.9025, 0.7555, -2.2665], [-2.7806, 0.7559, 1.5938], [-1.7597, -0.2927, 1.8998], [-1.8135, -1.5036, 2.7022], [-0.5970, -0.1680, 1.3350], [-3.7614, 0.8226, 2.1274], [-3.0150, 0.5689, 0.5014], [-2.4995, 1.8373, 1.7389], [-1.7041, -2.5189, 2.2282], [-0.7771, -1.2978, 3.0713], [-2.5358, -1.4714, 3.5555]],
  "forces_ev_per_a": [[0.77, -2.58, 1.99], [0.45, -1.82, -1.28], [1.04, -0.13, -1.77], [0.00, 0.13, -0.24], [-0.72, -0.19, -0.16], [-0.20, 0.46, -0.33], [-0.53, 0.16, -0.09], [-0.44, 0.34, -0.01], [0.04, 0.13, 0.50], [-0.12, -0.48, -0.10], [1.70, 0.49, -0.15], [0.34, 0.31, 0.50], [0.33, 0.22, -0.14], [-0.20, -0.01, 0.20], [0.06, -0.63, -0.09], [0.48, 0.19, 0.17], [-1.38, 0.93, 0.02], [-0.05, -0.41, 0.38], [0.96, 0.07, 0.09], [-0.07, 0.31, 0.31], [0.13, -0.20, 0.44], [-0.05, 0.49, 0.28], [0.90, -0.77, -0.37], [-0.30, -0.14, -0.25], [0.15, -0.14, 0.29], [0.41, -0.06, 0.10], [-0.13, 0.16, -0.14], [-0.29, -0.24, -0.34], [-0.46, -0.05, -0.19], [0.15, -0.01, 0.37], [-1.28, 1.03, -0.26], [0.68, -0.34, -0.87], [-0.71, 2.89, 1.40], [-1.69, 0.80, -0.05], [0.84, -1.21, -0.16], [0.19, 0.37, 1.14], [0.72, -1.15, -0.49], [-1.19, 2.02, -0.05], [-0.91, -0.83, 0.32], [0.37, -0.12, -0.98]],
  "energy_ha": -2208.59970,
  "multiplicity": 1,
  "homo_lumo_gap_ev": 6.15,
  "e_lumo_ev": -8.9,
  "total_charge": 2
}